Formula: C33H61F3N10P2S2V
Source: OMol25
Level of theory: ωB97M-V/def2-TZVPD

Structure (ORCA input):
```
! wB97M-V def2-TZVPD RIJCOSX def2/J DEFGRID3
* xyz 1 3
V 0.111 -0.426 0.601
F 3.769 3.112 1.818
C 4.061 2.783 0.553
F 5.383 2.970 0.414
F 3.468 3.705 -0.234
C 3.657 1.385 0.191
C 4.515 0.559 -0.519
C 4.068 -0.710 -0.884
C 2.792 -1.105 -0.523
N 1.975 -0.333 0.200
C 2.382 0.912 0.546
S 1.215 1.769 1.415
H 5.501 0.908 -0.789
H 4.712 -1.368 -1.448
H 2.381 -2.068 -0.820
C -1.667 -3.767 1.243
P -1.607 -2.068 0.542
C -3.003 -1.358 1.505
C -2.252 -2.415 -1.137
H -2.618 -4.232 0.979
H -1.568 -3.732 2.328
H -0.854 -4.353 0.817
H -3.941 -1.845 1.244
H -3.071 -0.285 1.341
H -2.786 -1.531 2.559
H -3.252 -2.849 -1.087
H -1.565 -3.126 -1.604
H -2.263 -1.505 -1.734
C 1.887 -3.181 2.456
N 1.981 -2.313 3.609
C 3.348 -2.136 4.062
C 1.093 -1.270 3.714
N 0.311 -0.947 2.732
N 1.034 -0.650 4.929
C 1.247 -1.358 6.172
C 0.435 0.659 5.075
H 2.451 -4.089 2.679
H 2.299 -2.716 1.552
H 0.845 -3.433 2.271
H 4.002 -1.941 3.205
H 3.696 -3.040 4.568
H 3.421 -1.295 4.744
H -0.399 -0.278 3.033
H 1.501 -2.394 5.970
H 0.327 -1.336 6.764
H 2.046 -0.893 6.757
H -0.633 0.613 5.319
H 0.573 1.253 4.171
H 0.946 1.170 5.892
C 1.310 -6.927 0.581
N 2.412 -6.368 -0.148
C 3.662 -6.928 -0.278
C 4.397 -6.123 -1.072
N 3.592 -5.069 -1.433
C 2.363 -5.220 -0.872
S 1.083 -4.180 -1.039
H 0.929 -7.814 0.075
H 0.517 -6.181 0.623
H 1.617 -7.200 1.589
H 3.918 -7.854 0.193
H 5.409 -6.202 -1.407
H 3.823 -4.332 -2.078
N -1.058 0.412 -0.285
P -1.239 1.739 -1.116
N -0.103 1.945 -2.306
C 0.926 2.939 -2.505
C 0.775 3.512 -3.916
C 0.884 2.399 -4.958
C -0.091 1.263 -4.655
C 0.045 0.809 -3.201
N -2.663 1.630 -2.019
C -3.812 0.979 -1.420
C -4.678 0.366 -2.518
C -5.133 1.459 -3.483
C -3.918 2.203 -4.033
C -3.053 2.727 -2.887
N -1.281 3.056 -0.097
C -1.236 4.461 -0.485
C -2.304 5.247 0.274
C -1.977 5.251 1.773
C -1.312 3.926 2.175
C -1.801 2.819 1.251
H 1.918 2.474 -2.410
H 0.851 3.716 -1.749
H 1.544 4.261 -4.100
H -0.199 3.999 -3.997
H 1.902 2.005 -4.960
H 0.683 2.799 -5.954
H 0.099 0.422 -5.326
H -1.112 1.604 -4.819
H 1.031 0.338 -3.051
H -0.722 0.069 -2.950
H -4.425 1.692 -0.844
H -3.439 0.211 -0.739
H -5.540 -0.133 -2.073
H -4.088 -0.378 -3.058
H -5.781 2.165 -2.960
H -5.708 1.028 -4.304
H -4.240 3.046 -4.646
H -3.331 1.527 -4.659
H -3.629 3.484 -2.331
H -2.154 3.199 -3.290
H -1.388 4.550 -1.563
H -0.257 4.888 -0.237
H -3.280 4.785 0.104
H -2.354 6.268 -0.106
H -2.895 5.400 2.344
H -1.308 6.078 2.012
H -1.550 3.674 3.208
H -0.226 3.992 2.097
H -2.901 2.815 1.260
H -1.458 1.831 1.581
*
```

<S²> = 2.020
F_max = 0.0628 hartree/bohr
Kohn-Sham gap (alpha / beta) = 0.283 / 0.289 Ha
energy above the lowest of the compared OMol25 structures with the same formula, charge and spin = 124.6 kJ/mol
energy = -4564.2594 Ha

Here are the Mulliken charges for atoms 1 to 8, given in e: V -0.793; F -0.225; C 0.395; F -0.318; F -0.200; C 0.076; C -0.617; C -1.321



Formula: C33H62F4GeKN7SSb
Source: OMol25
Level of theory: ωB97M-V/def2-TZVPD

Structure (ORCA input):
```
! wB97M-V def2-TZVPD RIJCOSX def2/J DEFGRID3
* xyz -1 1
K 0.478 -0.424 -0.304
C 0.116 2.301 -2.811
C 1.161 1.558 -3.611
N 2.096 0.776 -2.778
C 3.187 1.648 -2.419
C 4.050 1.393 -1.201
C 2.488 -0.464 -3.493
C 3.384 -1.427 -2.695
N 2.794 -1.668 -1.362
C 3.328 -2.580 -0.603
C 2.692 -2.984 0.633
F 1.516 -2.375 1.018
C 3.186 -3.939 1.517
F 2.506 -4.158 2.650
C 4.335 -4.642 1.287
C 5.001 -4.300 0.131
F 6.186 -4.958 -0.198
C 4.515 -3.379 -0.793
F 5.310 -3.166 -1.854
H -0.533 2.880 -3.488
H 0.582 3.021 -2.084
H -0.498 1.629 -2.257
H 1.683 2.252 -4.278
H 0.593 0.870 -4.228
H 2.685 2.598 -2.269
H 3.826 1.821 -3.292
H 3.814 0.487 -0.675
H 3.989 2.224 -0.478
H 5.103 1.199 -1.416
H 3.115 -0.205 -4.387
H 1.569 -0.995 -3.829
H 4.389 -0.988 -2.617
H 3.451 -2.373 -3.217
H 4.735 -5.289 2.028
N 2.030 0.974 1.656
C 1.771 2.191 2.399
C 1.650 3.379 1.422
N 0.550 3.453 0.525
C -0.805 3.641 1.132
C -1.626 2.353 1.295
N -1.835 1.477 0.136
H 1.851 0.124 2.161
H 3.001 0.965 1.383
H 2.440 2.385 3.212
H 0.827 2.042 2.869
H 2.577 3.480 0.861
H 1.688 4.257 2.021
H 0.501 2.662 -0.088
H -1.372 4.374 0.530
H -0.605 4.057 2.126
H -2.560 2.661 1.810
H -1.066 1.754 2.033
H -2.593 1.752 -0.466
H -1.926 0.451 0.423
C -4.919 -0.376 2.061
Ge -3.956 -1.720 1.011
C -4.584 -1.652 -0.850
C -4.354 -3.418 1.868
C -2.110 -1.331 0.992
H -4.485 0.543 1.790
H -4.886 -0.515 3.156
H -5.983 -0.364 1.769
H -5.638 -1.493 -0.936
H -4.398 -2.625 -1.356
H -3.974 -0.914 -1.404
H -5.388 -3.636 2.026
H -3.891 -3.504 2.867
H -3.884 -4.208 1.295
H -1.605 -2.138 0.458
H -1.832 -1.372 2.036
N -0.830 -1.284 -6.145
C -1.406 -0.941 -4.964
S -1.418 -1.914 -3.662
N -2.059 0.286 -4.965
C -1.940 1.273 -6.018
C -0.734 1.946 -6.297
C -0.740 2.928 -7.312
C -1.869 3.191 -8.074
C -3.009 2.477 -7.847
C -3.015 1.494 -6.866
H -0.313 -2.181 -6.182
H -0.843 -0.744 -6.973
H -2.509 0.535 -4.102
H 0.129 1.904 -5.658
H 0.158 3.499 -7.460
H -1.831 4.021 -8.775
H -3.924 2.664 -8.404
H -3.878 0.884 -6.724
C -0.184 -3.423 4.087
C -0.971 -2.251 4.767
Sb -0.361 -0.208 4.403
C -1.743 0.483 5.933
C -1.463 1.910 6.440
C 1.483 -0.358 5.585
C 1.322 -0.627 7.096
H -0.635 -4.429 4.277
H 0.834 -3.441 4.480
H -0.088 -3.318 2.999
H -0.929 -2.368 5.890
H -2.013 -2.262 4.450
H -1.633 -0.229 6.782
H -2.752 0.317 5.530
H -0.429 2.017 6.730
H -2.126 2.090 7.332
H -1.621 2.662 5.684
H 2.062 0.563 5.427
H 2.055 -1.205 5.118
H 0.442 -0.048 7.535
H 2.193 -0.319 7.705
H 1.144 -1.649 7.325
*
```

F_max = 0.0409 hartree/bohr
Kohn-Sham gap = 0.197 Ha
energy = -5392.5853 Ha

Here are the Mulliken charges for atoms 1 to 8, given in e: K 1.054; C -0.759; C -0.462; N 1.432; C -0.967; C -0.882; C -0.566; C -1.355



Formula: C33H62N2O24
Source: OMol25
Level of theory: ωB97M-V/def2-TZVPD

Structure (ORCA input):
```
! wB97M-V def2-TZVPD RIJCOSX def2/J DEFGRID3
* xyz 0 1
C -4.146 0.177 1.716
C -3.492 -0.939 2.414
C -2.035 -0.631 2.763
O -2.086 -0.081 4.071
C -3.207 -0.497 4.625
O -3.510 -0.501 5.814
O -3.988 -1.031 3.717
H -3.655 0.246 0.751
H -4.029 1.167 2.146
H -5.153 -0.081 1.473
H -3.787 -1.871 1.881
H -1.468 0.060 2.179
H -1.386 -1.509 2.829
C -0.474 0.154 -2.198
O -0.456 1.477 -2.663
C -1.602 1.987 -2.972
O -2.873 1.337 -2.628
O -1.561 3.193 -3.586
C -2.780 3.928 -3.753
H -0.947 -0.523 -2.909
H -0.893 -0.044 -1.216
H 0.551 -0.186 -2.223
H -3.585 3.260 -4.053
H -2.756 4.698 -4.404
H -3.124 4.409 -2.798
C 2.240 1.500 -0.330
O 2.848 0.546 0.511
C 2.144 -0.292 1.244
O 0.789 -0.627 0.961
O 2.782 -0.921 2.206
C 2.047 -1.753 3.099
H 2.742 2.402 -0.131
H 1.257 1.854 -0.115
H 2.393 1.294 -1.369
H 2.689 -2.327 3.821
H 1.496 -2.519 2.563
H 1.281 -1.177 3.625
C -1.158 -3.289 0.226
O -1.843 -3.600 -0.989
C -2.799 -2.770 -1.444
O -3.203 -1.578 -0.792
O -3.271 -3.216 -2.645
C -4.080 -2.364 -3.465
H -0.525 -4.102 0.475
H -1.821 -3.054 1.070
H -0.491 -2.466 0.036
H -5.151 -2.398 -3.234
H -3.927 -2.701 -4.476
H -3.753 -1.377 -3.285
C -1.664 6.918 -2.092
O -0.670 6.015 -1.630
C 0.262 5.591 -2.574
O 0.265 6.133 -3.860
O 1.146 4.627 -2.137
C 2.015 4.009 -3.101
H -1.249 7.899 -2.296
H -2.513 6.799 -1.414
H -1.966 6.505 -3.049
H 1.477 3.813 -4.007
H 2.490 3.079 -2.778
H 2.840 4.712 -3.286
C -1.766 2.685 0.230
O -2.381 3.920 -0.066
C -3.671 4.001 -0.073
O -4.569 2.943 0.324
O -4.225 5.098 -0.594
C -5.590 5.374 -0.631
H -0.663 2.629 0.058
H -2.303 1.871 -0.309
H -1.821 2.399 1.277
H -6.156 4.928 0.233
H -6.055 4.835 -1.438
H -5.818 6.423 -0.853
C 0.178 -10.114 0.933
O -0.332 -8.833 1.290
C 0.380 -8.099 2.134
O 1.276 -8.725 3.079
O 0.149 -6.790 2.116
C 0.756 -5.962 3.125
H 0.198 -10.695 1.808
H 1.195 -10.056 0.458
H -0.501 -10.565 0.209
H 1.700 -6.244 3.484
H 0.137 -5.940 4.002
H 0.915 -4.940 2.741
C 0.578 1.735 3.824
O 0.092 3.053 3.726
C 0.412 3.804 2.643
O 1.463 3.504 1.810
O -0.266 4.964 2.510
C -0.004 5.695 1.325
H 0.232 1.070 3.098
H 0.440 1.445 4.797
H 1.660 1.703 3.604
H 1.077 5.767 1.284
H -0.456 6.674 1.440
H -0.517 5.188 0.576
C 1.557 -5.020 -0.751
C 2.357 -3.713 -0.472
C 3.661 -4.004 0.223
C 3.542 -4.333 1.600
N 3.442 -4.630 2.727
H 2.306 -5.677 -1.316
H 0.679 -4.857 -1.373
H 1.238 -5.461 0.233
H 1.731 -2.919 -0.083
H 2.550 -3.281 -1.358
H 4.387 -3.171 0.227
H 4.241 -4.780 -0.289
C 5.542 -0.491 -0.815
C 6.507 0.225 -1.713
C 5.892 1.337 -2.597
C 5.451 2.548 -1.879
N 5.053 3.500 -1.346
H 4.712 -1.056 -1.224
H 5.043 0.137 -0.089
H 6.078 -1.208 -0.175
H 6.869 -0.513 -2.468
H 7.289 0.659 -1.098
H 4.954 0.905 -3.096
H 6.522 1.736 -3.360
*
```

F_max = 0.2014 hartree/bohr
Kohn-Sham gap = 0.364 Ha
energy above the lowest of the compared OMol25 structures with the same formula, charge and spin = 130.4 kJ/mol
energy = -3209.4887 Ha
structure (SMILES) = C[C@H]1COC(=O)O1.COC(=O)OC.COC(=O)OC.COC(=O)OC.COC(=O)OC.COC(=O)OC.COC(=O)OC.COC(=O)OC.CCCC#N.CCCC#N

Here are the Mulliken charges for atoms 1 to 8, given in e: C -1.589; C 1.202; C 0.696; O -0.327; C 0.539; O -0.649; O -0.431; H 0.072



Formula: C33H62O14P2
Source: OMol25
Level of theory: ωB97M-V/def2-TZVPD

Structure (ORCA input):
```
! wB97M-V def2-TZVPD RIJCOSX def2/J DEFGRID3
* xyz 0 1
C 0.628 2.538 3.185
C 1.956 1.658 2.802
C 1.952 0.114 3.352
C 0.555 -0.709 3.112
C -0.146 -0.484 1.648
C -0.431 -1.950 0.919
C 0.936 -2.809 0.608
C 2.189 -1.875 0.046
C 3.051 -2.572 -1.162
C 4.407 -1.765 -1.606
C 4.279 -0.131 -1.605
C 4.774 0.586 -3.020
O 6.243 0.406 -3.238
C 7.012 1.362 -2.425
O 7.873 0.843 -1.510
C 6.922 3.020 -2.604
O 6.539 3.432 -3.968
O 6.686 4.744 -4.116
O 4.118 0.049 -4.222
C 2.651 0.079 -4.125
O 2.012 -1.122 -4.121
C 1.703 1.410 -3.979
C 0.618 1.776 -5.198
C -0.377 3.092 -5.068
C -0.377 4.096 -3.761
C 0.687 3.764 -2.558
C 1.700 2.444 -2.698
H -0.329 1.916 3.443
H 0.845 3.310 4.066
H 0.362 3.182 2.215
H 2.878 2.204 3.330
H 2.200 1.723 1.637
H 2.862 -0.510 2.939
H 2.121 0.180 4.529
H 0.732 -1.883 3.233
H -0.202 -0.349 3.941
H -1.227 0.002 1.793
H 0.431 0.258 0.933
H -0.910 -1.691 -0.140
H -1.212 -2.498 1.599
H 0.675 -3.582 -0.246
H 1.280 -3.465 1.536
H 1.663 -0.916 -0.432
H 2.862 -1.573 0.973
H 2.326 -2.830 -2.062
H 3.414 -3.629 -0.743
H 4.692 -2.076 -2.721
H 5.305 -2.091 -0.926
H 4.954 0.254 -0.699
H 3.203 0.286 -1.397
H 4.466 1.728 -2.935
H 7.969 3.513 -2.383
H 6.068 3.366 -1.865
H 6.277 5.220 -3.310
H 0.607 1.066 -6.148
H -1.120 3.343 -5.944
H -1.085 5.027 -3.644
H 0.755 4.416 -1.567
H 2.439 2.285 -1.802
C -6.224 0.521 -5.628
C -4.752 0.608 -5.276
O -4.085 -0.616 -5.526
P -3.825 -1.059 -7.101
O -2.670 -0.052 -7.329
O -2.840 -2.365 -6.787
C -1.514 -2.407 -7.289
C -0.534 -1.848 -6.271
O -5.114 -2.183 -6.846
C -6.010 -2.314 -7.941
C -5.303 -2.722 -9.220
H -6.357 0.477 -6.711
H -6.765 1.397 -5.259
H -6.678 -0.382 -5.205
H -4.268 1.422 -5.823
H -4.647 0.820 -4.209
H -1.444 -1.887 -8.250
H -1.268 -3.456 -7.484
H -0.845 -0.873 -5.888
H 0.464 -1.749 -6.709
H -0.467 -2.513 -5.403
H -6.540 -1.368 -8.084
H -6.746 -3.071 -7.671
H -4.613 -1.941 -9.557
H -6.029 -2.897 -10.021
H -4.713 -3.631 -9.068
C 1.275 -0.005 10.279
C 1.087 -0.611 8.903
O -0.238 -1.073 8.716
P -1.443 0.050 8.538
O -1.061 0.419 7.083
O -2.656 -1.013 8.122
C -3.321 -0.897 6.874
C -2.654 -1.769 5.823
O -1.869 -0.363 10.163
C -2.245 0.741 10.973
C -3.408 1.519 10.387
H 0.753 0.952 10.351
H 2.335 0.176 10.484
H 0.868 -0.659 11.057
H 1.351 0.108 8.121
H 1.749 -1.474 8.794
H -3.378 0.150 6.559
H -4.353 -1.237 7.018
H -1.573 -1.611 5.779
H -3.077 -1.572 4.833
H -2.801 -2.828 6.059
H -1.380 1.396 11.110
H -2.523 0.348 11.951
H -3.130 1.992 9.439
H -3.728 2.309 11.074
H -4.256 0.859 10.181
*
```

F_max = 0.1945 hartree/bohr
Kohn-Sham gap = 0.262 Ha
energy = -3029.8435 Ha
structure (SMILES) = CCCCCCCCCCC[C@@H](OC(=O)COO)OC(=O)c1ccccc1.CCOP(=O)(OCC)OCC.CCOP(=O)(OCC)OCC

Here are the Mulliken charges for atoms 1 to 8, given in e: C -0.798; C -0.093; C -0.529; C -0.157; C -0.200; C -0.790; C -0.653; C 0.442